# 1
{
  "formula": "C36H47BrFN6O5RuSbSi3",
  "method": "wB97M-V/def2-TZVPD",
  "spin_multiplicity": 6,
  "max_force_ev_per_a": 1.19,
  "charge": 1,
  "e_homo_ev": [-8.95, -10.26],
  "relative_energy_ev": 1.325,
  "lumo_ev": [-2.3, -4.9],
  "symbols": ["Ru", "Br", "C", "C", "C", "C", "C", "C", "N", "N", "C", "C", "C", "C", "O", "C", "N", "C", "C", "C", "C", "H", "H", "H", "H", "H", "H", "H", "H", "H", "C", "C", "C", "C", "N", "C", "C", "H", "H", "H", "H", "H", "H", "H", "C", "Si", "C", "C", "Sb", "Si", "C", "C", "C", "Si", "C", "C", "C", "H", "H", "H", "H", "H", "H", "H", "H", "H", "H", "H", "H", "H", "H", "H", "H", "H", "H", "H", "H", "H", "H", "H", "H", "H", "H", "H", "F", "C", "C", "N", "C", "C", "O", "O", "C", "O", "N", "C", "O", "H", "H", "H", "H"],
  "positions_angstrom": [[-0.6798, -0.3787, 0.3665], [-6.0682, 4.1021, -6.2994], [-5.2656, 4.6773, -4.6860], [-6.0545, 5.2318, -3.6836], [-5.4690, 5.6564, -2.5114], [-4.0830, 5.5142, -2.3153], [-3.3007, 4.9570, -3.3513], [-3.8901, 4.5494, -4.5276], [-3.5598, 5.8742, -1.1154], [-2.3157, 5.7616, -0.8392], [-1.6812, 4.6948, -0.3584], [-0.2791, 4.7588, -0.2400], [0.4843, 3.6364, 0.0221], [-0.0999, 2.3847, 0.1945], [0.6047, 1.2637, 0.3877], [-1.5219, 2.3189, 0.2258], [-2.0473, 1.0985, 0.5327], [-3.3531, 0.9876, 0.7138], [-4.2171, 2.0732, 0.5764], [-3.7155, 3.2978, 0.1997], [-2.3348, 3.4492, 0.0057], [-7.1224, 5.3162, -3.8285], [-6.0655, 6.0955, -1.7226], [-2.2320, 4.8656, -3.2077], [-3.2905, 4.1248, -5.3209], [0.1953, 5.7145, -0.4191], [1.5582, 3.7197, 0.0747], [-3.7414, 0.0127, 0.9782], [-5.2724, 1.9286, 0.7560], [-4.3760, 4.1437, 0.0794], [1.1596, -6.2708, -0.1925], [0.8824, -4.8056, -0.0683], [0.4679, -4.2499, 1.1408], [0.2999, -2.8864, 1.2433], [0.4829, -2.0431, 0.2090], [0.8519, -2.5781, -0.9624], [1.0705, -3.9311, -1.1334], [0.4257, -6.8616, 0.3540], [2.1409, -6.4901, 0.2360], [1.1724, -6.5887, -1.2332], [0.2778, -4.8815, 1.9989], [-0.0116, -2.4309, 2.1759], [0.9325, -1.8819, -1.7870], [1.3738, -4.3054, -2.1027], [6.3055, -1.4356, 1.5170], [4.4464, -1.6989, 1.5826], [3.7513, -1.2957, 3.2823], [4.0826, -3.4723, 1.0822], [3.1995, 0.0324, 0.0094], [4.0888, -0.2029, -2.4782], [3.3556, -1.6500, -3.4235], [5.9310, -0.4615, -2.2117], [3.6708, 1.4151, -3.3296], [4.0888, 2.3335, 0.9277], [3.0359, 2.7004, 2.4339], [5.8867, 2.1202, 1.4417], [4.0527, 3.6095, -0.4601], [6.7908, -2.2030, 2.1253], [6.5989, -0.4657, 1.9136], [6.6989, -1.5182, 0.5034], [4.0099, -2.0675, 4.0103], [2.6632, -1.2106, 3.2530], [4.1523, -0.3484, 3.6484], [4.8040, -4.1337, 1.5677], [4.1623, -3.6244, 0.0042], [3.0848, -3.7762, 1.3969], [3.4610, -2.5938, -2.8855], [3.8859, -1.7478, -4.3738], [2.2999, -1.4952, -3.6520], [6.1262, -1.4357, -1.7605], [6.3576, 0.3059, -1.5631], [6.4590, -0.4247, -3.1678], [2.6271, 1.6856, -3.1571], [3.8195, 1.3298, -4.4081], [4.2991, 2.2289, -2.9683], [3.2332, 1.9617, 3.2136], [1.9721, 2.6609, 2.2015], [3.2601, 3.6872, 2.8450], [5.9804, 1.5754, 2.3816], [6.3290, 3.1088, 1.5891], [6.4784, 1.6054, 0.6830], [3.2992, 3.3968, -1.2168], [5.0285, 3.6439, -0.9481], [3.8519, 4.6066, -0.0611], [-3.6608, -6.5900, -0.3202], [-4.1147, -5.3525, -0.1002], [-3.9186, -4.3877, -1.0017], [-4.3734, -3.1021, -0.8156], [-3.8382, -2.0293, -1.6329], [-2.5201, -1.5190, -1.0597], [-1.7597, -0.8262, -1.7581], [-2.2541, -1.8134, 0.1509], [-5.0418, -2.7395, 0.3425], [-5.4152, -1.6042, 0.5577], [-5.2547, -3.7705, 1.2274], [-4.8190, -5.0974, 1.1509], [-5.0253, -5.8857, 2.0378], [-3.4003, -4.5931, -1.9284], [-4.5446, -1.2007, -1.6231], [-3.6991, -2.3620, -2.6586], [-5.7584, -3.5205, 2.0671]]
}

# 2
{
  "formula": "C36H47FeN3O10P4S",
  "method": "wB97M-V/def2-TZVPD",
  "max_force_ev_per_a": 1.41,
  "e_homo_ev": [-7.55, -7.55],
  "lumo_ev": [0.0, 0.0],
  "symbols": ["Fe", "C", "N", "C", "C", "O", "C", "O", "C", "C", "O", "N", "C", "C", "H", "H", "H", "H", "H", "H", "H", "H", "H", "H", "H", "H", "H", "H", "H", "H", "O", "P", "O", "O", "O", "P", "O", "O", "O", "H", "H", "C", "S", "C", "C", "C", "N", "P", "C", "C", "C", "C", "C", "C", "C", "C", "C", "C", "C", "C", "P", "C", "C", "C", "C", "C", "C", "C", "C", "C", "C", "C", "C", "H", "H", "H", "H", "H", "H", "H", "H", "H", "H", "H", "H", "H", "H", "H", "H", "H", "H", "H", "H", "H", "H", "H", "H", "H", "H", "H", "H", "H"],
  "positions_angstrom": [[0.8169, 0.6943, 1.1337], [-0.1224, -4.8682, -0.2329], [0.5579, -3.7939, -0.9529], [1.4763, -4.1786, -2.0242], [0.3872, -2.5417, -0.6283], [0.9349, -1.6628, -1.4032], [-0.5714, -2.0642, 0.4203], [0.0463, -1.3274, 1.4643], [0.5231, -2.0982, 2.5575], [1.8690, -2.7243, 2.2509], [2.2875, -2.7373, 1.0962], [2.5201, -3.2945, 3.2845], [2.1458, -2.9914, 4.6623], [3.8992, -3.7032, 3.0700], [0.2352, -5.8143, -0.6270], [-1.2010, -4.8221, -0.3731], [0.1159, -4.8251, 0.8294], [2.0628, -5.0268, -1.6774], [2.1433, -3.3543, -2.2502], [0.9198, -4.4621, -2.9183], [-1.1876, -2.8621, 0.8295], [-1.1852, -1.2950, -0.1155], [-0.2160, -2.8584, 2.8376], [0.6103, -1.3943, 3.3776], [1.1074, -3.2594, 4.8563], [2.3022, -1.9366, 4.8932], [2.7696, -3.5908, 5.3216], [4.0364, -3.9696, 2.0264], [4.1225, -4.5616, 3.7023], [4.5837, -2.8863, 3.3154], [3.2121, 2.2154, 1.1493], [2.2333, 3.1643, 2.0453], [2.7719, 4.5082, 2.2485], [0.8875, 2.8511, 1.4441], [2.2453, 2.3725, 3.4994], [1.6817, 0.8786, 3.6072], [1.7414, 0.6280, 5.1816], [0.2497, 0.8058, 3.0938], [2.5670, -0.0907, 2.8792], [4.1114, 2.1861, 1.4982], [1.3342, 1.3474, 5.6808], [-6.4195, 0.1448, -1.5786], [-5.8011, 1.5765, -2.4855], [-4.3916, 0.8568, -3.3801], [-3.0446, 0.9784, -2.6803], [-2.9540, 0.1758, -1.3835], [-1.6287, 0.1375, -0.7829], [-1.2237, 1.2376, 0.3296], [-1.5592, 2.9227, -0.3032], [-0.5688, 3.6801, -0.9180], [-0.8806, 4.8697, -1.5574], [-2.1931, 5.3223, -1.5840], [-3.1879, 4.5855, -0.9583], [-2.8710, 3.3953, -0.3189], [-2.3571, 1.1738, 1.7620], [-3.1186, 0.0326, 1.9817], [-3.9167, -0.0777, 3.1138], [-3.9472, 0.9549, 4.0391], [-3.1782, 2.0941, 3.8307], [-2.3856, 2.2038, 2.6999], [1.3853, -0.0403, -1.0542], [1.0008, 0.6310, -2.6878], [1.5309, 1.8843, -2.9793], [1.3511, 2.4432, -4.2347], [0.6675, 1.7387, -5.2151], [0.1590, 0.4789, -4.9331], [0.3164, -0.0728, -3.6704], [3.1704, -0.3514, -1.2352], [3.7748, -0.5440, -2.4793], [5.1199, -0.8644, -2.5596], [5.8720, -0.9931, -1.3978], [5.2762, -0.8083, -0.1600], [3.9279, -0.4892, -0.0741], [-7.3264, 0.4651, -1.0678], [-5.7066, -0.2096, -0.8364], [-6.6741, -0.6642, -2.2634], [-4.3619, 1.3845, -4.3347], [-4.6379, -0.1863, -3.5998], [-2.8416, 2.0323, -2.4794], [-2.2647, 0.6360, -3.3607], [-3.2721, -0.8570, -1.6126], [-3.7092, 0.5691, -0.6863], [0.4579, 3.3577, -0.8503], [-0.0944, 5.4563, -2.0171], [-2.4366, 6.2543, -2.0788], [-4.2135, 4.9325, -0.9683], [-3.6598, 2.8235, 0.1551], [-3.0882, -0.7717, 1.2536], [-4.5169, -0.9659, 3.2709], [-4.5688, 0.8741, 4.9222], [-3.1935, 2.8978, 4.5565], [-1.7647, 3.0790, 2.5472], [2.0987, 2.4245, -2.2304], [1.7515, 3.4259, -4.4460], [0.5313, 2.1710, -6.1978], [-0.3797, -0.0717, -5.6940], [-0.1142, -1.0394, -3.4486], [3.1961, -0.4330, -3.3887], [5.5844, -1.0041, -3.5274], [6.9254, -1.2356, -1.4614], [5.8594, -0.9117, 0.7466], [3.4696, -0.3672, 0.8985]]
}